# C11H10N2O

C11H10N2O in the gas phase at a distorted geometry (ωB97M-V/def2-TZVPD, OMol25).

```
24
Properties=species:S:1:pos:R:3:forces:R:3:mulliken_charge:R:1
C 0.34585 1.87688 -0.06913 -0.7358 0.5439 -1.1224 0.39
C 1.09062 -1.65055 -2.79773 -1.8102 -0.8307 1.0526 -0.60
C -0.24783 -1.92416 -2.40310 -1.2807 -0.4582 -1.5666 -0.24
C 1.97070 -1.23460 -1.83570 0.3304 0.5385 0.7068 -0.50
C -0.70107 -1.56086 -1.12853 -1.6427 -1.0051 -0.5874 -0.51
C 1.51650 -0.85211 -0.56785 0.8429 -0.0471 -0.9291 -0.10
C 0.17553 -0.96944 -0.20422 0.8085 -0.8727 2.2421 0.99
C 1.40783 0.42905 2.44138 1.9076 1.1708 0.5022 -0.08
C -0.14090 -0.74675 1.23102 -2.4248 0.7597 -1.8008 -0.61
C 0.03353 1.87602 1.24213 0.6179 -2.3778 3.0350 0.47
C -1.11959 2.56919 1.88859 0.0529 1.0070 -0.9143 -1.05
N 0.56048 1.76936 -1.18753 0.5064 0.1886 -1.8293 -0.52
N 1.16889 1.57012 2.03407 -1.4800 2.2927 -0.4292 -0.41
O 0.80328 -0.68969 2.21902 -1.3017 -2.3886 -0.8964 -0.34
H 1.40060 -1.85804 -3.78402 0.3636 -0.3372 -0.9062 0.46
H -1.00388 -2.48804 -3.17910 2.0147 1.6877 2.1134 0.18
H 3.03912 -1.21177 -2.04237 -0.2256 0.3093 -0.0584 0.35
H -1.77832 -1.86340 -0.87925 1.7506 0.7217 -0.0687 0.24
H 2.27455 -0.41236 0.07995 -0.3802 -0.2586 0.1869 0.21
H 2.28611 0.32321 3.00698 1.0082 -0.5370 1.0388 0.47
H -1.18681 -0.91040 1.58967 1.1374 0.0220 -0.2272 0.38
H -0.65594 3.68736 1.84282 -2.0412 -2.1194 0.8752 0.28
H -1.43271 2.09910 2.88042 0.9589 1.1556 -1.0967 0.27
H -2.01468 2.40695 1.21046 1.0227 0.8350 0.6796 0.28
```
Positions in Å, forces in eV/Å.

Calculated values
- E_tot (a.u.) = -609.747814
- highest occupied orbital energy (alpha / beta) (eV) = -7.66 / -7.75
- maximum force (eV/Å) = 3.90
- gap between HOMO and LUMO (alpha / beta) (eV) = 7.357 / 7.323
- ΔE to the lowest compared entry with this formula, charge and spin (kcal/mol) = 103.8

---

# C11H10N2OS

2 unconnected molecules or ions with the total composition C11H10N2OS at a distorted geometry (ωB97M-V/def2-TZVPD, OMol25).

```
25
Properties=species:S:1:pos:R:3:forces:R:3:mulliken_charge:R:1
C 1.27435 -0.31594 3.68576 -0.5713 -1.1561 -0.3300 0.32
C -1.59367 -0.83678 -3.31131 -3.1038 0.5811 0.6677 -0.50
C -2.74188 -0.10316 -2.84224 3.2239 -1.0235 0.1888 -0.43
C -0.66225 -1.27933 -2.44099 1.1363 2.5600 1.3656 -0.74
C -2.81845 0.45652 -1.57457 -1.4635 0.3449 -1.6340 -0.96
C -0.67549 -0.59189 -1.20690 -1.7873 -0.4005 1.2632 0.69
C -1.76283 0.21541 -0.76293 2.2774 -1.3448 -0.5522 0.58
C -0.33330 0.17191 0.87503 4.6052 -2.2781 1.7297 0.00
C 0.69481 0.63537 2.96417 -1.9850 3.1398 -1.9569 0.04
C 1.33997 -1.44099 -0.15875 1.9862 0.8890 2.9149 -1.01
C 1.35270 1.90219 2.71086 1.6271 1.3087 0.3621 -0.50
N 1.44862 -0.97835 4.60893 1.2322 -1.7011 1.5779 -0.54
N 0.16598 -0.67408 -0.09083 -2.7267 2.4421 -0.7737 0.29
O -1.45273 0.65194 0.51579 -1.9817 0.8656 -0.9075 -0.38
S 2.81255 2.00970 1.47040 0.5368 -0.4766 0.5192 -0.29
H -1.55452 -1.07142 -4.34893 0.0313 -0.3160 -0.5791 0.42
H -3.40702 0.08287 -3.60195 -1.9403 0.7415 -1.1849 0.43
H 0.25663 -1.59235 -2.83998 1.0810 -1.2350 -0.1355 0.40
H -3.67892 1.09897 -1.44384 0.1564 0.0080 0.8179 0.40
H 1.04820 -2.43610 -0.45598 0.6148 -0.3224 -0.2068 0.41
H 2.15918 -0.91057 -0.67084 -0.5489 -0.5672 -0.6323 0.31
H 1.72284 -1.36967 0.90026 -0.2227 -0.8911 -0.8823 0.27
H 0.80752 2.69349 2.16286 -0.4380 -0.5031 0.8382 0.29
H 1.73203 2.31060 3.77454 -0.9538 -0.9303 -2.3534 0.35
H 3.86568 1.37168 2.08144 -0.7857 0.2654 -0.1166 0.13
```
Positions in Å, forces in eV/Å.

Calculated values
- E_tot (a.u.) = -1007.859433
- highest occupied orbital energy (eV) = -7.33
- maximum force (eV/Å) = 5.42
- gap between HOMO and LUMO (eV) = 7.036
- ΔE to the lowest compared entry with this formula, charge and spin (kcal/mol) = 166.7

---

# C11H10N4O2S

C11H10N4O2S in the gas phase at a distorted geometry (ωB97M-V/def2-TZVPD, OMol25).

```
28
Properties=species:S:1:pos:R:3:forces:R:3:mulliken_charge:R:1
C -1.41175 -2.28532 -1.34282 -0.7309 -0.7217 -0.8957 -1.07
N -0.52163 -1.65718 -0.36189 1.2469 -2.1048 -2.7376 0.23
C 0.58514 -2.43234 -0.08597 2.8226 0.1285 0.8864 0.31
O 0.76856 -3.64399 -0.12893 -2.0162 0.3687 -0.7836 -0.69
N 1.76395 -1.77410 0.35905 -0.7694 -0.8281 -0.0893 -0.16
C 1.88941 -0.41623 0.39512 -0.5950 2.2487 -0.2229 0.26
C 3.07694 0.25729 0.79300 -0.2118 -1.0469 0.2077 -0.53
C 3.20268 1.64194 0.82258 0.8461 -1.8812 -0.5513 -0.57
C 2.14661 2.42792 0.46325 -1.2216 0.4145 -0.9456 -0.71
C 0.95121 1.87201 0.03715 0.0122 -3.0027 0.9038 -0.82
C 0.76146 0.35602 0.02864 3.0505 4.6106 0.2805 0.12
C -0.55814 -0.19705 -0.20777 0.5313 -1.6470 0.3995 2.04
S -1.45759 -0.19319 1.29219 -2.3642 1.9379 1.3911 -0.26
C -2.56993 0.97803 0.52879 0.3232 -0.0254 -0.0179 0.54
N -3.53311 1.52621 1.23586 -1.9892 0.4629 1.0872 -0.39
N -2.45183 1.32297 -0.71531 1.2870 -0.4853 1.2505 -0.62
C -1.35649 0.64679 -1.21916 -1.8055 -0.2828 -1.0582 -0.39
O -1.20053 0.60975 -2.39634 1.5681 -0.3861 -1.2690 -0.52
H -2.34592 -1.70353 -1.38377 0.2330 -0.4249 0.1118 0.39
H -1.01541 -2.33784 -2.39917 -0.0367 0.4511 1.1457 0.31
H -1.61312 -3.34985 -1.08051 0.0746 0.9742 0.1961 0.31
H 2.52430 -2.47109 0.40072 -0.5281 1.0680 0.1690 0.27
H 3.85390 -0.44133 1.13287 0.0974 0.6810 -0.2771 0.34
H 4.18136 2.08212 0.90471 0.1767 0.0355 0.6582 0.38
H 2.28684 3.49935 0.41332 -0.1798 0.0557 0.0873 0.38
H 0.15771 2.59365 -0.13502 -0.2948 -0.5703 -0.3910 0.32
H -4.15607 2.13440 0.68925 0.3382 -0.5527 0.5052 0.29
H -3.95854 0.95455 1.96015 0.1355 0.5226 -0.0411 0.27
```
Positions in Å, forces in eV/Å.

Calculated values
- E_tot (a.u.) = -1192.868429
- highest occupied orbital energy (eV) = -8.48
- maximum force (eV/Å) = 5.54
- gap between HOMO and LUMO (eV) = 8.753
- ΔE to the lowest compared entry with this formula, charge and spin (kcal/mol) = 25.7